*1*
Computed, not measured: a cluster of 2 separate species, C4H4 in total, with ωB97M-V/def2-TZVPD.

Each line ends with the Mulliken charge.
Cartesian coordinates (Å):
C -1.8637 -0.6537 0.6388  -0.4742
C -1.0649 -1.0050 1.4966  -0.2923
C 2.0124 1.0234 -1.1561  -0.3206
C 0.9024 0.5958 -0.9767  -0.2586
H -2.4610 -0.0245 0.0405  0.3985
H -0.3614 -1.5307 2.0888  0.3784
H 3.0765 1.3711 -1.2125  0.3418
H -0.1710 0.4210 -0.9325  0.2270

Computed properties:
HOMO: -10.487 eV
LUMO: 1.2 eV
net charge: 0
SMILES: C#C.C#C

***

*2*
Computed, not measured: a cluster of 2 separate species, C4H4 in total, with ωB97M-V/def2-TZVPD.

Each line ends with the Mulliken charge.
Cartesian coordinates (Å):
C 0.3950 -0.1461 -1.4506  -0.2220
C 0.9544 -0.8877 -0.4362  -0.1590
C -0.1660 -0.7603 0.5581  -0.2027
C -0.3138 0.3580 -0.3738  -0.2584
H 0.7408 0.5390 -2.1749  0.2939
H -0.6304 -1.7334 0.5181  0.2677
H 0.2355 -0.4294 1.5234  0.2014
H 0.5112 1.8361 0.3245  0.0790

Computed properties:
HOMO (alpha / beta): -8.597 / -8.597 eV
LUMO (alpha / beta): -0.2 / -0.2 eV
net charge: 0

***

Energy above the most stable structure, in hartree: *1* 0.0000; *2* 0.1154

***

*1*
Computed, not measured: a cluster of 2 separate species, C4H4 in total, with ωB97M-V/def2-TZVPD.

Each line ends with the Mulliken charge.
Cartesian coordinates (Å):
C 0.3760 0.6187 -0.6169  -0.4411
C 0.8243 -0.5495 0.2608  -0.3823
C -0.4141 -0.5817 -0.5970  -0.3982
C -0.3017 0.2787 0.6084  -0.3539
H 0.7856 1.4434 -1.0975  0.4673
H 1.8278 -0.9815 0.4469  0.4047
H -1.0522 -1.2030 -1.2343  0.4116
H -1.6959 0.7877 1.5539  0.2921

Computed properties:
HOMO: -8.588 eV
LUMO: 0.0 eV
net charge: 0

***

*2*
Computed, not measured: a cluster of 2 separate species, C4H4 in total, with ωB97M-V/def2-TZVPD.

Each line ends with the Mulliken charge.
Cartesian coordinates (Å):
C -3.6195 -0.6016 0.0031  -0.3404
C -3.5742 0.6030 -0.0118  -0.3468
C 3.0072 -0.0041 -0.0348  -0.3344
C 4.2213 -0.0083 -0.0063  -0.3770
H -3.6871 -1.6755 -0.0273  0.3411
H -3.5674 1.6682 0.0082  0.3468
H 1.9334 0.0516 -0.0490  0.3713
H 5.2863 -0.0333 0.1180  0.3394

Computed properties:
HOMO: -10.656 eV
LUMO: 1.0 eV
net charge: 0
SMILES: C#C.C#C

***

Energy above the most stable structure, in hartree: *1* 0.1394; *2* 0.0000

***

*1*
Computed, not measured: a cluster of 4 separate species, C4H15NO3 in total, with ωB97M-V/def2-TZVPD.

Each line ends with the Mulliken charge.
Cartesian coordinates (Å):
C 0.1275 -2.6456 0.8334  -0.9686
C 0.0614 -1.3020 0.8060  0.1534
N -1.0627 -0.5331 0.7178  -0.2358
C -0.9467 0.9096 0.8545  -0.0532
C -2.3796 1.5069 0.8524  -1.4569
H 0.9675 -3.2691 0.6242  0.3107
H -0.7129 -3.1488 1.3109  0.2133
H 1.0128 -0.7227 0.6647  0.1942
H -1.8817 -0.8884 1.1991  0.2477
H -0.5525 1.1468 1.8689  0.2331
H -0.4086 1.3830 0.0530  0.2627
H -2.9111 1.0633 1.6775  0.3833
H -2.3246 2.5841 0.9901  0.3522
H -3.0163 1.1630 0.0465  0.3848
H -0.1810 -0.6527 -2.9709  0.3344
H 0.4156 -1.9712 -2.6779  0.3351
O 0.5494 -1.2196 -3.2717  -0.7220
H 2.3315 1.9189 0.8618  0.3164
H 3.5199 0.9474 0.4835  0.2862
O 2.5604 1.0545 0.5012  -0.6501
H 1.9183 1.2338 -1.1044  0.3838
H 1.5113 0.3154 -2.4096  0.3655
O 1.4023 1.1265 -1.9110  -0.6703

Computed properties:
HOMO: -7.848 eV
LUMO: 0.4 eV
net charge: 0
SMILES: C=CNCC.O.O.O

***

*2*
Computed, not measured: a cluster of 3 separate species, C4H15NO3 in total, with ωB97M-V/def2-TZVPD.

Each line ends with the Mulliken charge.
Cartesian coordinates (Å):
C 1.4538 0.4691 0.0511  -1.1305
C 0.1050 0.0460 -0.5165  0.6942
C 0.1075 -1.3522 -1.2090  -0.1881
C 0.0001 -2.4907 -0.2152  -1.2458
O 1.1172 -1.3197 -2.1715  -0.5449
N -0.6023 0.9843 -1.3867  -0.7175
H 2.1036 -0.3963 0.1063  0.3332
H 1.4155 0.8876 1.0641  0.2631
H 2.0156 1.2599 -0.4728  0.3129
H -0.5899 -0.0780 0.3409  -0.0135
H -0.8642 -1.3003 -1.7448  0.3155
H -0.3294 -3.4231 -0.6757  0.3544
H -0.6812 -2.2526 0.5763  0.3574
H 0.9898 -2.6900 0.2044  0.3272
H 1.8483 -1.9172 -1.9851  0.3414
H 0.0487 1.3199 -2.1036  0.2492
H -0.9545 1.7960 -0.8756  0.2773
H -1.0790 2.7489 1.4612  0.3062
H -0.9905 4.0409 0.6145  0.3277
O -1.5574 3.2885 0.8138  -0.6524
H -0.6458 0.3525 2.1961  0.3755
H -1.6696 -0.4187 2.9753  0.3108
O -1.2412 0.4454 2.9527  -0.6532

Computed properties:
HOMO: -9.150 eV
LUMO: 0.6 eV
net charge: 0
SMILES: C[C@H](O)[C@@H](C)N.O.O

***

Energy above the most stable structure, in hartree: *1* 0.0235; *2* 0.0000

***

*1*
Computed, not measured: the molecule C3H4N2O, with ωB97M-V/def2-TZVPD.

Each line ends with the Mulliken charge.
Cartesian coordinates (Å):
O 2.8051 0.0043 -0.0574  -0.3277
C 0.7737 0.0711 -0.8684  0.5855
N 1.8702 -0.4794 -0.9863  -0.4208
N -1.6539 -1.0477 0.3159  -0.5675
C -1.5327 0.1738 -0.0159  0.0252
C -0.3877 0.6776 -0.7967  -0.5500
H 3.3858 -0.7533 0.0707  0.3568
H -2.5137 -1.1792 0.8508  0.2500
H -2.2650 0.9487 0.2424  0.3271
H -0.4955 1.6212 -1.3247  0.3213

Computed properties:
HOMO: -9.587 eV
LUMO: 0.3 eV
net charge: 0
SMILES: [H]/N=C/C=C=NO

***

*2*
Computed, not measured: a cluster of 2 separate species, C3H4N2O in total, with ωB97M-V/def2-TZVPD.

Each line ends with the Mulliken charge.
Cartesian coordinates (Å):
C 0.9878 -0.3923 0.6103  -0.2480
C -1.0815 0.2868 0.7999  -0.3365
C 0.3739 -0.7069 -0.6617  0.5337
N 0.1268 0.1285 1.4526  -0.4259
N -0.9318 -0.0848 -0.6281  -0.2708
O -0.6855 -1.5197 -0.5720  -0.2907
H 2.0109 -0.4932 0.8521  0.4189
H -1.9890 -0.2019 1.1167  0.3096
H -1.2304 1.3536 0.8560  0.2778
H -0.0782 0.9162 -2.8991  0.0319

Computed properties:
HOMO (alpha / beta): -9.581 / -9.911 eV
LUMO (alpha / beta): 0.2 / -1.0 eV
net charge: 0

***

*3*
Computed, not measured: the molecule C3H4N2O, with ωB97M-V/def2-TZVPD.

Each line ends with the Mulliken charge.
Cartesian coordinates (Å):
C 0.9917 1.7972 0.4917  0.1391
C 0.4907 0.2938 0.6892  0.5572
C -0.1898 -0.1707 -0.5762  -0.5660
N 1.2976 2.8873 0.3386  -0.3248
N -0.9272 -1.4052 -0.4599  -0.5901
O 0.6522 -0.3076 1.7031  -0.4540
H 0.5980 -0.2924 -1.3337  0.3290
H -0.8531 0.6193 -0.9428  0.3994
H -0.3411 -2.1342 -0.0723  0.2575
H -1.7190 -1.2874 0.1624  0.2526

Computed properties:
HOMO: -10.370 eV
LUMO: -0.1 eV
net charge: 0
SMILES: N#CC(=O)CN

***

*4*
Computed, not measured: the molecule C3H4N2O, with ωB97M-V/def2-TZVPD.

Each line ends with the Mulliken charge.
Cartesian coordinates (Å):
O -0.6867 1.2525 -1.0828  -0.5132
C 0.0368 0.4622 -0.1896  0.5870
C -0.5151 -0.2222 1.0240  -0.3856
N 0.0297 -1.3665 1.2039  -0.3713
N 0.8087 -1.6937 0.0421  -0.3850
C 0.7640 -0.7044 -0.7695  -0.2936
H -1.3991 1.7051 -0.6178  0.3385
H -1.1108 0.2604 1.7936  0.3893
H 0.8241 1.0403 0.3373  0.2112
H 1.2481 -0.7337 -1.7413  0.4228

Computed properties:
HOMO: -10.314 eV
LUMO: 0.1 eV
net charge: 0
SMILES: OC1C=NN=C1

***

Energy above the most stable structure, in hartree: *1* 0.0922; *2* 0.2747; *3* 0.0000; *4* 0.0444

***

*1*
Computed, not measured: the molecule C3H4N2O, with ωB97M-V/def2-TZVPD.

Each line ends with the Mulliken charge.
Cartesian coordinates (Å):
N -1.6166 0.5889 0.9326  -0.4166
C -0.3840 0.2907 0.4110  0.6746
N -0.4293 -0.4527 -0.7069  -0.5555
C 0.7899 -0.8486 -1.1672  -0.2107
C 1.7024 0.0249 -0.8340  -0.1395
O 0.6639 0.7275 0.9557  -0.6135
H -2.3869 0.0423 0.5841  0.2493
H -1.6379 0.8256 1.9085  0.2448
H 0.8887 -1.6834 -1.8545  0.3639
H 2.4099 0.4848 -0.2293  0.4032

Computed properties:
HOMO: -8.688 eV
LUMO: -0.7 eV
net charge: 0

***

*2*
Computed, not measured: a structure of composition C3H4N2O, with ωB97M-V/def2-TZVPD.

Each line ends with the Mulliken charge.
Cartesian coordinates (Å):
C 0.5442 -0.5003 -0.8097  -0.3888
C -0.2625 0.9926 0.0480  0.0223
C -0.4480 2.3115 -0.2658  0.0272
N 0.2753 -0.9857 0.4166  -0.0020
N -0.2222 0.0383 1.1194  -0.2182
O -0.9973 3.1022 0.5413  -0.6076
H 1.2531 -0.7937 -1.5249  0.3195
H -0.1273 2.6065 -1.2580  0.3009
H 0.3936 -1.9121 0.9942  0.2879
H -0.8285 -0.2456 1.8910  0.2589

Computed properties:
HOMO (alpha / beta): -7.614 / -7.616 eV
LUMO (alpha / beta): 0.2 / 0.2 eV
net charge: 0

***

*3*
Computed, not measured: a cluster of 2 separate species, C3H4N2O in total, with ωB97M-V/def2-TZVPD.

Each line ends with the Mulliken charge.
Cartesian coordinates (Å):
O -1.2425 0.6401 1.7242  -0.4720
C -0.3278 1.0204 0.8609  0.1377
C 0.6007 1.5461 0.3686  -0.4523
N 1.3574 -1.0123 -0.9181  -0.4828
C 0.1650 -1.1424 -0.7248  0.5426
N -0.9756 -1.2349 -0.2864  -0.6178
H -1.6381 -0.1271 1.3046  0.3981
H 1.3152 2.3206 0.2121  0.3959
H 1.9449 -0.2938 -1.2469  0.2956
H -1.1993 -1.7168 -1.2942  0.2551

Computed properties:
HOMO: -9.452 eV
LUMO: 0.7 eV
net charge: 0
SMILES: N=C=N.C#CO

***

Energy above the most stable structure, in hartree: *1* 0.0000; *2* 0.1016; *3* 0.0333

***

*1*
Computed, not measured: the molecule C3H4N2O, with ωB97M-V/def2-TZVPD.

Each line ends with the Mulliken charge.
Cartesian coordinates (Å):
N 1.6438 -0.0838 -0.4937  -0.5202
C 0.2626 -0.2368 -0.2385  0.4959
C -0.7277 -1.1687 -0.1486  -0.4852
O -2.0198 -0.4137 0.1243  -0.1884
N -1.7704 0.8994 0.1676  -0.2959
C -0.5152 1.1025 -0.0340  -0.1777
H 1.9559 0.7614 -0.0328  0.2333
H 2.3451 -0.8101 -0.3813  0.2458
H -1.0068 -2.2283 -0.1929  0.3830
H -0.1814 2.1652 -0.0571  0.3095

Computed properties:
HOMO: -8.958 eV
LUMO: 0.8 eV
net charge: 0
SMILES: Nc1cnoc1

***

*2*
Computed, not measured: the molecule C3H4N2O, with ωB97M-V/def2-TZVPD.

Each line ends with the Mulliken charge.
Cartesian coordinates (Å):
C -1.5441 -0.2736 0.0846  -1.1360
C -0.0606 -0.2020 0.1144  -0.0372
N 0.7687 -1.1133 0.6924  0.0117
O 1.9870 -1.0690 0.7146  -0.4248
N 1.9788 0.9951 -0.4232  -0.4080
C 0.7834 0.7496 -0.3455  0.8021
H -1.9933 0.5793 0.6074  0.2676
H -1.8602 -1.1989 0.5682  0.3321
H -1.9100 -0.2686 -0.9494  0.2783
H 1.8503 1.8015 -1.0635  0.3142

Computed properties:
HOMO (alpha / beta): -8.846 / -8.860 eV
LUMO (alpha / beta): -0.6 / -0.6 eV
net charge: 0
SMILES: CC(=C=N)N=O

***

Energy above the most stable structure, in hartree: *1* 0.0000; *2* 0.0846

***

*1*
Computed, not measured: the molecule C3H4N2O, with ωB97M-V/def2-TZVPD.

Each line ends with the Mulliken charge.
Cartesian coordinates (Å):
N -0.1181 -0.0813 -1.6724  -0.4285
C 0.3170 -0.1364 -0.3895  0.2216
C 0.9903 -0.5824 0.6190  -0.2379
C 0.1645 0.5841 1.0023  -0.3700
N -1.2051 0.4763 1.4881  0.0059
O -1.9151 -0.1198 0.7097  -0.3343
H -1.1144 -0.1257 -1.8273  0.2232
H 0.4836 -0.2610 -2.4595  0.2043
H 1.7533 -1.2062 1.0441  0.3876
H 0.6442 1.4524 1.4854  0.3282

Computed properties:
HOMO: -8.788 eV
LUMO: 0.3 eV
net charge: 0
SMILES: NC1=C[C@@H]1N=O

***

*2*
Computed, not measured: the molecule C3H4N2O, with ωB97M-V/def2-TZVPD.

Each line ends with the Mulliken charge.
Cartesian coordinates (Å):
N -1.0930 -1.0612 0.5779  -0.2581
C -0.1433 -0.0842 0.1309  0.1374
C 0.3883 -0.4452 -1.0418  -0.5844
N 1.2924 0.6212 -1.3287  -0.3966
C 1.1860 1.4373 -0.3358  -0.0186
O 0.2976 1.0872 0.6552  -0.3949
H -0.8560 -1.6042 1.4091  0.3136
H -2.0759 -0.7862 0.5972  0.3137
H -0.7004 -1.5375 -0.4932  0.4942
H 1.7044 2.3728 -0.1708  0.3939

Computed properties:
HOMO: -8.505 eV
LUMO: 0.3 eV
net charge: 0

***

*3*
Computed, not measured: the molecule C3H4N2O, with ωB97M-V/def2-TZVPD.

Each line ends with the Mulliken charge.
Cartesian coordinates (Å):
O 2.2003 -0.2924 -0.3820  -0.4715
C 0.8585 -0.1049 -0.1609  0.5955
C 0.2985 -1.3036 0.2312  -0.2383
N -1.6093 -0.1637 0.1434  -0.4688
C -1.0268 0.9874 0.0040  0.0134
N 0.2992 1.0785 -0.2383  -0.6251
H 2.6958 0.0681 0.3649  0.3459
H 0.4511 -2.1662 -0.4375  0.2343
H -2.6015 -0.0445 0.4052  0.2349
H -1.5658 1.9413 0.0701  0.3799

Computed properties:
HOMO: -9.212 eV
LUMO: -0.2 eV
net charge: 0

***

Energy above the most stable structure, in hartree: *1* 0.0427; *2* 0.0223; *3* 0.0000